Record 1
Entry from OMol25: a cluster of 3 separate species, C5H10O2 in total in a non-equilibrium geometry (wB97M-V/def2-TZVPD).

Last column: Mulliken charge in e.
Positions of all 17 atoms, in Å:
O -1.76357 -0.78274 1.66299  -0.83
C -1.58511 -0.17307 -0.74272  -0.56
C -0.33519 0.09846 -0.31445  -0.09
C 0.78524 -0.88510 -0.13187  -0.39
C 1.86427 0.05332 0.36629  -0.48
O 1.66430 1.28718 -0.31246  -0.38
C 0.28368 1.45534 -0.55027  -0.39
H -2.13410 -1.68659 1.42253  0.26
H -1.75594 -1.06428 -1.33761  0.27
H -2.32949 0.60091 -0.87811  0.27
H -0.89830 0.30667 1.27440  0.55
H 0.58946 -1.70716 0.56266  0.27
H 1.07817 -1.31994 -1.08474  0.30
H 2.85634 -0.33528 0.14632  0.34
H 1.75305 0.19982 1.44599  0.29
H 0.12356 1.73307 -1.59559  0.29
H -0.19636 2.21940 0.06665  0.29

Its energy relative to the best compared isomer or geometry (same formula, charge and spin) is 653.7 kJ/mol. As for the largest force on an atom: 0.1015 Eh/bohr. The HOMO energy (spin up / spin down) is -0.3063 / -0.3063 Ha. Its total charge is 0. As for the gap between HOMO and LUMO (spin up / spin down): 7.66 / 7.66 eV. The value obtained for the total energy is -346.7765 hartree. The spin multiplicity is 1. As for the LUMO energy (spin up / spin down): -0.7 / -0.7 eV.


Record 2
Entry from OMol25: a cluster of 3 separate species, C5H10O2 in total (wB97M-V/def2-TZVPD).

Last column: Mulliken charge in e.
Positions of all 17 atoms, in Å:
O 2.83596 0.26494 0.35950  -0.43
C 2.09742 -0.46197 -0.25656  -0.07
C -0.67254 -1.06419 0.87543  -0.52
C -0.74491 0.24820 1.06549  -0.19
C -1.35061 0.89702 -0.14830  -0.32
O -1.44805 -0.14625 -1.10985  -0.38
C -1.20774 -1.40072 -0.49038  -0.36
H 1.94006 2.34714 -0.21120  -0.17
H 1.40153 -0.08882 -1.03345  0.22
H 2.07715 -1.55670 -0.08022  0.27
H -0.30453 -1.80499 1.57761  0.45
H -0.43852 0.79774 1.94892  0.41
H 1.52441 2.91014 -0.47092  0.16
H -0.73323 1.70527 -0.56098  0.15
H -2.34585 1.31464 0.07423  0.28
H -0.49517 -1.96906 -1.10654  0.23
H -2.13538 -1.99238 -0.43280  0.27

Its energy relative to the best compared isomer or geometry (same formula, charge and spin) is 367.3 kJ/mol. As for the largest force on an atom: 0.0108 Eh/bohr. The HOMO energy is -0.3448 Ha. Its total charge is 0. Its SMILES is C1=CCOC1.[H][H].C=O. As for the gap between HOMO and LUMO: 10.22 eV. The value obtained for the total energy is -346.8855 hartree. The spin multiplicity is 1. As for the LUMO energy: 0.8 eV.


Record 3
Entry from OMol25: the molecule C5H10O2 (wB97M-V/def2-TZVPD).

Last column: Mulliken charge in e.
Positions of all 17 atoms, in Å:
C 1.39423 -0.43013 -0.41356  -0.59
C 1.30872 -0.42196 1.11087  -0.49
O 0.23449 0.45475 1.38687  -0.43
C -0.78373 0.21057 0.42241  0.23
C -1.51439 1.51355 0.16191  -1.45
C -0.08755 -0.40858 -0.81310  0.09
O -0.62554 -1.71002 -0.98881  -0.54
H 1.91653 -1.30143 -0.82344  0.34
H -0.21285 -2.09594 -1.77028  0.34
H 1.89890 0.47687 -0.76429  0.28
H 1.10341 -1.43386 1.49434  0.26
H 2.19890 -0.02702 1.60779  0.33
H -1.48083 -0.55239 0.80134  0.27
H -2.34885 1.35815 -0.53013  0.38
H -1.90971 1.91555 1.09946  0.35
H -0.82983 2.25403 -0.26707  0.34
H -0.26187 0.19784 -1.71430  0.29

Its energy relative to the best compared isomer or geometry (same formula, charge and spin) is 121.4 kJ/mol. As for the largest force on an atom: 0.0068 Eh/bohr. The HOMO energy is -0.3586 Ha. Its total charge is 0. Its SMILES is C[C@@H]1OCC[C@H]1O. As for the gap between HOMO and LUMO: 10.66 eV. The value obtained for the total energy is -346.9792 hartree. The spin multiplicity is 1. As for the LUMO energy: 0.9 eV.